(1)
A structure of composition C21H35InN5O2S4Sb. Source: the Open Molecules 2025 dataset; level of theory: the ωB97M-V functional and the def2-TZVPD basis.

Structure (XYZ):
```
69
Properties=species:S:1:pos:R:3:forces:R:3:nbo_charge:R:1
H -2.922244 2.938938 3.499918 0.001 0.003 0.002 0.216
S 2.202743 2.267780 4.695283 0.009 -0.064 -0.035 -0.944
C 3.363506 -1.080712 -2.463811 0.004 0.019 0.013 -0.593
C -1.402106 -3.096719 0.788147 0.005 0.000 0.012 -0.592
O 0.953948 -1.671396 -0.820533 -0.087 -0.030 0.084 -0.870
S 2.572530 1.644091 0.984104 -0.051 -0.083 -0.056 -0.963
C -2.339332 2.487427 1.013851 -0.017 0.014 0.001 -0.087
H 3.032972 -1.567229 -3.386171 -0.013 -0.002 0.005 0.189
H -2.619747 2.350618 -0.033604 0.006 -0.008 -0.003 0.180
S -1.510317 -0.405672 3.419243 0.047 -0.011 0.012 -0.657
C 0.546107 -4.027116 -0.607382 0.008 -0.022 0.013 -0.017
H -2.896542 4.706351 -0.258749 0.000 0.003 -0.001 0.180
C -0.827201 5.208100 2.294349 -0.005 0.001 -0.001 -0.073
H -1.312637 -4.932158 -0.270038 -0.001 0.001 -0.004 0.173
H 4.275983 -4.677198 -1.371773 0.000 0.001 -0.005 0.181
Sb 2.547679 0.583013 3.189184 0.024 0.076 0.077 0.905
H -0.776696 3.742640 -0.687378 -0.004 -0.008 -0.010 0.179
H 4.653775 -2.652773 -1.873941 0.005 0.001 0.008 0.172
C -0.955897 -3.906165 -0.424042 -0.002 0.006 -0.009 -0.243
H 0.382393 -6.141586 -0.439556 0.000 0.000 0.003 0.182
C 2.769011 -3.192253 -1.137450 0.019 -0.018 0.021 -0.102
H -2.617879 1.596532 1.577936 0.006 -0.001 0.000 0.248
C 1.404706 -2.904016 -0.825911 0.060 0.025 -0.057 0.351
H -0.879370 -3.408206 1.693188 -0.010 0.004 -0.008 0.218
C 2.400370 -5.582812 -0.879880 -0.008 -0.003 0.005 -0.303
H -1.190206 0.689131 -3.523075 0.006 -0.003 -0.001 0.176
H -0.395577 -0.717177 -2.803173 0.001 0.013 0.001 0.257
H -3.136227 5.718270 1.185299 -0.001 0.001 -0.001 0.175
H -0.145946 2.145477 -1.789530 -0.012 0.020 0.014 0.198
H -3.178749 4.700333 3.355742 0.001 -0.001 -0.001 0.169
H -1.219398 -2.036047 0.657567 -0.004 -0.015 0.004 0.233
H 2.540078 -0.483157 -2.084032 0.028 -0.004 -0.012 0.230
H -0.802330 1.986854 3.097460 -0.001 -0.007 -0.005 0.261
H -2.476615 -3.221791 0.953647 0.001 -0.004 -0.003 0.186
C -2.647592 3.835644 2.942027 -0.005 0.002 -0.005 -0.077
H 4.715965 -2.221464 0.527812 -0.002 0.009 0.002 0.196
C 3.226204 -4.504566 -1.147696 0.004 0.013 0.017 -0.205
C -2.043583 -0.034286 -1.703303 0.011 -0.055 0.019 0.707
C -1.610330 -3.397636 -1.711165 -0.002 0.005 0.004 -0.591
H 2.780873 -6.597608 -0.881733 -0.001 0.000 0.000 0.185
C -0.503301 3.859149 0.364036 0.007 -0.005 -0.006 -0.079
C -0.841879 0.256329 -2.574406 -0.006 0.025 -0.006 -0.526
H 0.579307 3.978872 0.441637 -0.003 0.002 -0.002 0.225
H 4.197546 -0.414316 -2.703476 0.005 -0.002 -0.003 0.185
C 3.802441 -2.119504 -1.431628 -0.027 0.010 -0.045 -0.206
H 5.081692 -0.724640 -0.358523 -0.002 -0.001 0.006 0.192
N -1.175057 5.067025 0.871369 -0.011 -0.001 -0.007 -0.484
O -1.985131 -0.105175 -0.487726 0.001 0.022 -0.006 -0.609
In 0.567154 0.344332 0.166453 0.063 0.087 0.013 1.513
N -3.223068 -0.245075 -2.349723 -0.016 0.111 0.001 -0.830
N -1.212439 4.044501 3.074354 0.004 0.010 0.005 -0.464
H 0.252220 5.345907 2.381693 0.000 0.001 -0.003 0.206
N -0.884890 2.654266 1.101585 0.012 -0.011 0.020 -0.491
C -2.620018 4.835784 0.792462 0.003 -0.001 0.004 -0.073
H -2.687681 -3.259920 -1.577070 0.001 -0.001 -0.001 0.186
N -3.059998 3.660055 1.540414 0.004 -0.004 -0.007 -0.484
C 1.064608 -5.316155 -0.625047 0.000 0.009 -0.011 -0.236
C 0.178834 1.106673 -1.843876 0.017 -0.031 -0.017 -0.922
C 4.305429 -1.465694 -0.146022 0.013 -0.003 0.017 -0.601
H 3.506109 -0.941956 0.373809 -0.024 0.001 0.001 0.234
H -1.444988 -4.097331 -2.535273 0.001 -0.001 -0.001 0.188
S 0.308129 -0.607639 2.470839 -0.075 -0.023 -0.040 -0.443
H 0.553582 3.016847 2.595926 0.007 0.001 0.000 0.247
H -1.335281 6.095843 2.687114 -0.001 0.002 0.002 0.170
H 1.133296 1.089010 -2.371279 -0.008 0.016 0.000 0.218
H -3.291951 -0.154348 -3.345130 0.002 -0.040 -0.006 0.385
C -0.522055 2.868994 2.523575 0.009 -0.003 -0.009 -0.139
H -1.170907 -2.441273 -1.985444 -0.006 -0.016 0.007 0.211
H -4.034032 -0.472050 -1.801506 0.008 -0.034 -0.004 0.400
```
Positions in Å, forces in eV/Å.

Calculated values
Molecular weight in g/mol: 754.390
Net charge: -2
Orbital gap in eV: 5.252
ΔE to the lowest compared entry with this formula, charge and spin in kJ/mol: 70.3
E in Ha: -3268.7689
Multiplicity: 1
E_LUMO in eV: 4.13



(2)
A structure of composition C21H35InN5O2S4Sb. Source: the Open Molecules 2025 dataset; level of theory: the ωB97M-V functional and the def2-TZVPD basis.

Structure (XYZ):
```
69
Properties=species:S:1:pos:R:3:forces:R:3:nbo_charge:R:1
C 1.046951 -1.347343 3.088759 -0.040 0.094 -0.100 -0.121
S -3.333249 -1.147472 0.739794 -0.055 -0.005 0.042 -0.877
C 3.263340 -1.148851 -0.077523 -0.049 0.002 -0.014 -0.219
S -6.046374 0.488225 -1.384039 -0.029 0.012 -0.004 -0.925
N 0.698059 -2.066716 -4.525565 0.214 -0.132 -0.004 -0.828
H 2.991553 0.990970 0.242911 0.002 -0.010 0.015 0.199
H -2.181375 4.891168 -2.103781 0.001 0.007 0.005 0.175
C 0.366784 -1.887823 -3.220676 -0.291 0.423 0.203 0.732
H 3.374833 -3.160195 -0.910088 0.006 0.002 0.019 0.196
C -2.127177 3.803977 -1.991445 -0.052 -0.037 -0.015 -0.076
C -0.202894 -3.098004 -2.513938 0.064 -0.067 -0.106 -0.545
C 1.322865 -1.113603 1.697672 0.203 -0.060 -0.151 0.450
H 0.079486 -0.917578 4.898726 0.011 0.011 -0.009 0.176
C 3.103182 -2.150140 -1.225360 -0.071 -0.013 0.089 -0.602
C -2.599086 1.972851 -0.561694 -0.063 0.031 0.135 -0.115
H -3.202335 1.496918 -1.333648 -0.023 0.075 -0.015 0.268
N -2.665025 3.429328 -0.687192 0.036 0.007 -0.002 -0.463
H -1.757360 -1.617161 3.314434 0.018 -0.011 -0.003 0.221
H 4.330540 -1.142499 0.179990 -0.003 0.050 -0.029 0.178
H 0.020797 5.067536 -1.175195 0.007 -0.003 -0.009 0.178
H -1.541705 -0.104742 2.465609 -0.028 0.043 -0.085 0.222
H 0.641499 1.799035 0.292238 0.041 -0.022 -0.034 0.230
H -1.278401 1.444479 -2.777473 -0.012 -0.006 -0.006 0.246
C -1.831697 4.030539 0.347697 -0.008 -0.027 -0.043 -0.072
H -2.988171 1.662238 0.408863 0.011 0.017 -0.057 0.235
In -1.223068 -0.965265 -0.551763 -0.026 -0.089 -0.066 1.513
H 2.071257 -2.156613 -1.564045 0.123 -0.048 0.064 0.229
H -1.181521 -3.263555 -2.977543 0.030 0.025 -0.042 0.270
O 0.519705 -0.428783 0.928171 -0.283 0.079 0.140 -0.873
O 0.515778 -0.792670 -2.689680 0.061 -0.140 -0.176 -0.655
H -2.730976 3.331085 -2.767735 -0.014 0.008 0.011 0.214
H 3.736585 -1.867165 -2.071668 0.003 0.010 -0.024 0.184
H 4.260132 -2.850355 1.583780 -0.006 -0.009 0.014 0.181
C 2.943490 -2.858866 3.269520 -0.021 -0.001 0.008 -0.307
C 0.041362 -0.521213 3.876182 0.045 -0.044 0.042 -0.209
H 0.952942 -1.260367 -5.066235 -0.067 0.035 -0.019 0.394
H -0.777704 1.849607 1.332394 -0.026 -0.025 0.041 0.215
H 1.505814 1.000623 4.411988 -0.005 -0.013 0.004 0.196
C 0.056739 3.977680 -1.079501 0.002 0.037 0.004 -0.073
N -0.431354 3.608460 0.248436 -0.015 -0.077 0.018 -0.479
H 3.611606 0.552830 -1.363291 0.009 -0.010 0.025 0.182
C -0.397264 -2.927566 -1.021634 0.000 -0.082 0.099 -0.935
H -2.059247 -0.085703 4.146679 0.006 -0.003 0.023 0.187
H 3.529800 -3.564992 3.845316 0.000 0.007 0.003 0.187
C 2.919460 0.260295 -0.566317 -0.075 -0.064 0.047 -0.597
H 1.907573 0.287841 -0.965134 0.061 0.015 0.009 0.235
H 0.432004 -3.953473 -2.787645 -0.015 -0.025 0.051 0.195
H 0.506777 -3.121113 -0.442715 0.018 0.020 -0.043 0.215
S -5.379810 -3.373975 -1.677296 0.019 -0.020 -0.002 -0.908
H -2.218498 3.741099 1.326837 -0.002 -0.011 0.004 0.198
H -1.876198 5.120668 0.256417 -0.007 -0.008 -0.006 0.177
N -1.195638 1.485101 -0.685912 0.254 -0.038 -0.029 -0.531
Sb -4.584578 -1.265720 -1.334383 0.006 0.043 0.031 1.431
H 1.093423 3.645991 -1.177993 0.005 0.001 0.000 0.193
H -0.179626 1.549039 4.518161 -0.005 0.012 -0.013 0.188
H 0.357209 1.593873 -2.103145 -0.018 -0.019 0.004 0.213
C -0.384589 2.145862 0.362700 -0.118 0.143 -0.005 -0.077
N -0.733189 3.381505 -2.155220 0.053 -0.058 0.007 -0.475
H 0.468504 -2.925372 -4.989829 -0.069 0.020 -0.033 0.388
H 0.601829 1.348631 2.939052 -0.010 0.018 -0.028 0.215
H -1.167505 -3.627909 -0.693886 0.009 0.016 0.077 0.234
C 1.824426 -2.238521 3.810626 0.013 -0.028 0.013 -0.206
C 2.582171 -1.592571 1.219548 0.046 0.012 -0.002 -0.129
S -2.720984 -0.782214 -2.740356 0.050 -0.037 0.009 -0.928
C 3.326874 -2.473681 1.998238 0.039 -0.026 -0.045 -0.203
C 0.520610 0.934962 3.943824 0.004 -0.043 0.004 -0.603
C -0.676986 1.924550 -2.007304 0.038 0.044 0.024 -0.094
H 1.556312 -2.426839 4.847064 0.010 0.001 -0.005 0.184
C -1.408688 -0.590340 3.426217 -0.011 -0.011 -0.061 -0.597
```
Positions in Å, forces in eV/Å.

Calculated values
Molecular weight in g/mol: 754.390
Net charge: -2
Orbital gap in eV: 6.146
ΔE to the lowest compared entry with this formula, charge and spin in kJ/mol: 0.0
E in Ha: -3268.7957
Multiplicity: 1
E_LUMO in eV: 4.40